# 1
{
  "formula": "C20H39N3O4S4",
  "method": "the ωB97M-V functional and the def2-TZVPD basis",
  "total_charge": 0,
  "total_energy_ev": -77369.839,
  "spin_multiplicity": 1,
  "relative_energy_kcal_mol": 0.0,
  "gap_ev": 8.3,
  "symbols": ["C", "S", "O", "C", "H", "H", "H", "H", "H", "H", "C", "S", "O", "C", "H", "H", "H", "H", "H", "H", "C", "S", "O", "C", "H", "H", "H", "H", "H", "H", "C", "S", "O", "C", "H", "H", "H", "H", "H", "H", "N", "C", "C", "C", "C", "H", "H", "H", "H", "H", "N", "C", "C", "C", "C", "H", "H", "H", "H", "H", "N", "C", "C", "C", "C", "H", "H", "H", "H", "H"],
  "positions_angstrom": [[21.205559, 19.559788, 13.391585], [22.607916, 18.650562, 14.052393], [22.658663, 18.968645, 15.505818], [23.866618, 19.729606, 13.330519], [20.291467, 19.066645, 13.695410], [21.266576, 19.603912, 12.303074], [21.298089, 20.576140, 13.776025], [23.761750, 20.665026, 13.879802], [23.732931, 19.887338, 12.262036], [24.833733, 19.283020, 13.541480], [13.670799, 10.535714, 11.567177], [15.299934, 10.819938, 12.237511], [15.061907, 11.592565, 13.467141], [15.860478, 11.911756, 10.936919], [13.176687, 9.884623, 12.288680], [13.731047, 10.036445, 10.603928], [13.142119, 11.485514, 11.530697], [15.652424, 11.448034, 9.971903], [16.929591, 12.090289, 11.053589], [15.366643, 12.885773, 10.940241], [17.800969, 17.381964, 13.336748], [17.739816, 17.121909, 11.564897], [19.032107, 17.570699, 11.008334], [17.754299, 15.312201, 11.613617], [17.215381, 16.625416, 13.848506], [17.404800, 18.367093, 13.574038], [18.852296, 17.312034, 13.615172], [18.731092, 15.028759, 11.998879], [17.618253, 14.999706, 10.579716], [16.900038, 15.008114, 12.208708], [18.271835, 20.019144, 9.083862], [16.708811, 20.698649, 8.563764], [15.723202, 20.386118, 9.629088], [17.162965, 22.416250, 8.781937], [18.161213, 18.937771, 8.968169], [18.440091, 20.134110, 10.153025], [19.040567, 20.425238, 8.436542], [18.026927, 22.642637, 8.157657], [17.425235, 22.593578, 9.827112], [16.313739, 23.041836, 8.517267], [17.002895, 13.455661, 5.521627], [16.755904, 13.416109, 6.862997], [16.376115, 14.674272, 7.256612], [16.433622, 15.532109, 6.112713], [16.824174, 14.741573, 5.052284], [17.320868, 12.659899, 5.004307], [16.902456, 12.498148, 7.402806], [16.182336, 14.926812, 8.286977], [16.134623, 16.563719, 6.166784], [17.023503, 14.971511, 4.019530], [16.072879, 13.739336, 15.248172], [17.410230, 13.519792, 15.554661], [17.686852, 14.166395, 16.719692], [16.476481, 14.791627, 17.167947], [15.505775, 14.519416, 16.214594], [15.572567, 13.305840, 14.485599], [18.027431, 12.965409, 14.872826], [18.647809, 14.169145, 17.211367], [16.341096, 15.415735, 18.031608], [14.473816, 14.830786, 16.176802], [16.560962, 21.343079, 12.218085], [16.321927, 22.537464, 12.829503], [17.301096, 22.749171, 13.750281], [18.155458, 21.614897, 13.728664], [17.702144, 20.786552, 12.726393], [16.009211, 20.944866, 11.460845], [15.470454, 23.138000, 12.565787], [17.475282, 23.665950, 14.288897], [19.048899, 21.472088, 14.312500], [17.983518, 19.803799, 12.379068]],
  "forces_ev_per_a": [[0.4, 0.3, -0.3], [0.1, 0.1, -0.1], [-0.1, -0.2, 0.0], [-0.1, 0.0, 0.1], [-0.1, 0.1, 0.1], [-0.1, -0.2, 0.0], [-0.3, -0.1, 0.2], [0.1, 0.1, -0.1], [0.0, -0.1, 0.0], [0.1, 0.0, 0.0], [-0.2, -0.2, 0.3], [0.1, -0.7, -0.7], [0.1, 0.8, 0.7], [0.2, 0.5, -0.4], [0.0, 0.0, -0.1], [0.0, 0.0, -0.1], [0.0, 0.1, -0.2], [0.2, -0.1, 0.0], [0.0, -0.2, 0.0], [-0.2, -0.1, 0.3], [0.1, -0.1, 0.1], [-1.2, -0.3, 0.1], [0.8, 0.2, -0.2], [0.1, 0.8, -0.4], [-0.1, -0.1, 0.1], [0.1, -0.1, 0.0], [0.0, -0.1, 0.1], [-0.1, -0.3, 0.1], [0.1, -0.2, 0.0], [0.1, -0.3, 0.2], [-0.4, -0.9, 0.1], [0.3, 0.3, -0.2], [-0.5, -0.2, 0.4], [0.1, 0.3, 0.2], [0.3, 0.1, -0.3], [0.1, 0.6, -0.1], [0.3, -0.1, 0.1], [-0.1, 0.0, -0.1], [0.0, -0.1, 0.0], [0.0, 0.0, -0.1], [0.0, 0.5, 0.1], [-0.1, 0.2, -0.2], [0.4, -0.3, 0.1], [-0.2, -0.9, 0.5], [0.0, -0.1, 0.3], [0.0, 0.1, -0.3], [-0.1, 0.0, 0.1], [-0.2, 0.2, -0.1], [0.2, 0.1, -0.5], [-0.1, 0.1, 0.0], [0.5, 0.1, 0.1], [-1.1, 0.1, -0.6], [-0.2, 0.2, 0.5], [-0.1, -0.2, -0.9], [0.7, 0.0, 0.6], [0.1, -0.2, 0.1], [0.1, -0.2, 0.1], [-0.1, 0.1, 0.0], [0.0, 0.0, 0.1], [0.0, -0.1, -0.1], [-0.2, 0.0, -0.1], [-0.3, -0.1, -0.4], [0.5, 0.1, 0.3], [0.4, 0.0, -0.5], [-0.6, -0.1, 0.2], [0.2, 0.0, 0.0], [0.0, 0.1, -0.1], [-0.2, -0.1, 0.3], [0.0, 0.0, 0.1], [0.3, 0.3, 0.0]],
  "nbo_charge": [-0.828, 1.247, -0.987, -0.827, 0.234, 0.235, 0.230, 0.235, 0.224, 0.235, -0.833, 1.287, -1.011, -0.853, 0.244, 0.230, 0.236, 0.235, 0.239, 0.236, -0.847, 1.247, -1.007, -0.824, 0.247, 0.251, 0.236, 0.238, 0.230, 0.230, -0.841, 1.270, -1.018, -0.839, 0.254, 0.250, 0.228, 0.228, 0.244, 0.238, -0.506, -0.080, -0.311, -0.293, -0.077, 0.411, 0.202, 0.212, 0.227, 0.213, -0.522, -0.091, -0.296, -0.319, -0.074, 0.441, 0.206, 0.220, 0.220, 0.209, -0.525, -0.076, -0.315, -0.302, -0.101, 0.453, 0.209, 0.219, 0.217, 0.200]
}

***

# 2
{
  "formula": "C20H39NO4RhS2Si2",
  "method": "the ωB97M-V functional and the def2-TZVPD basis",
  "s2": 6.011,
  "total_charge": 1,
  "total_energy_ev": -71477.937,
  "spin_multiplicity": 5,
  "relative_energy_kcal_mol": 29.9,
  "gap_ev": [5.8, 5.7],
  "symbols": ["Rh", "C", "O", "C", "C", "O", "C", "C", "O", "C", "H", "H", "H", "H", "H", "H", "H", "H", "H", "H", "H", "H", "H", "H", "C", "Si", "C", "C", "C", "C", "C", "C", "C", "C", "N", "Si", "C", "C", "C", "H", "H", "H", "H", "H", "H", "H", "H", "H", "H", "H", "H", "H", "H", "H", "H", "H", "H", "H", "H", "H", "H", "C", "O", "C", "S", "S", "H", "H", "H"],
  "positions_angstrom": [[0.540274, -0.457522, 0.776866], [-0.654935, -1.954519, 3.495951], [0.586364, -1.547152, 2.897945], [1.474318, -2.637698, 2.632418], [2.859805, -2.073721, 2.525871], [2.831925, -1.012341, 1.569528], [3.684405, 0.087542, 1.897268], [3.087419, 1.327890, 1.286610], [1.697364, 1.432734, 1.593253], [1.416123, 1.788634, 2.949817], [-0.458191, -2.645374, 4.316498], [-1.302615, -2.430788, 2.760397], [-1.135956, -1.063041, 3.885708], [1.179912, -3.134943, 1.706209], [1.440740, -3.364027, 3.447649], [3.564193, -2.852172, 2.224156], [3.169490, -1.676731, 3.494871], [4.693428, -0.070097, 1.509830], [3.745546, 0.176078, 2.984244], [3.148365, 1.299699, 0.201482], [3.623100, 2.211495, 1.640763], [2.000927, 2.664334, 3.233046], [1.628783, 0.960989, 3.629707], [0.358426, 2.035267, 3.000310], [-1.227168, 0.366702, -3.639934], [-0.279537, -0.194428, -2.163493], [0.502627, -1.832573, -2.556048], [2.816552, 0.313361, -2.524751], [-1.194422, -0.227081, -0.546795], [-1.708367, -1.606806, -0.322033], [-2.990577, -2.077517, -0.608091], [-3.286841, -3.408090, -0.375074], [-2.305158, -4.251712, 0.132319], [-1.065351, -3.713604, 0.408105], [-0.773719, -2.423573, 0.198440], [-2.195010, 1.225237, 0.135135], [-1.186525, 2.782618, 0.104746], [-2.554491, 0.775807, 1.915679], [-3.769745, 1.478784, -0.819476], [-0.548321, 0.506519, -4.484691], [-1.742053, 1.309926, -3.466079], [-1.960217, -0.404961, -3.898530], [1.073286, -1.759887, -3.483147], [-0.302627, -2.558046, -2.718520], [1.145599, -2.230475, -1.770462], [2.651107, 0.144258, -3.587152], [2.928125, -0.620654, -1.977125], [3.687785, 0.950549, -2.398066], [-3.730015, -1.406163, -1.023259], [-4.274362, -3.792471, -0.598673], [-2.495892, -5.301426, 0.307390], [-0.273988, -4.336006, 0.809407], [-0.170913, 2.624523, 0.476678], [-1.661516, 3.544735, 0.730439], [-1.106519, 3.179472, -0.909392], [-1.613337, 0.681791, 2.471091], [-3.091082, -0.173675, 2.002034], [-3.148645, 1.546933, 2.413477], [-3.556971, 1.621217, -1.882169], [-4.279520, 2.377164, -0.457933], [-4.467893, 0.645437, -0.717055], [-0.075678, 4.492577, -3.229138], [0.029899, 3.066254, -3.115249], [1.272771, 2.526748, -3.265672], [2.669986, 3.343998, -3.620045], [1.423206, 1.223787, -1.841205], [-1.101633, 4.734097, -2.960140], [0.130686, 4.810211, -4.249126], [0.627256, 4.981906, -2.556813]],
  "forces_ev_per_a": [[-0.1, 0.4, 0.2], [0.1, 0.0, 0.0], [-0.1, -0.1, 0.0], [-0.1, -0.1, 0.1], [0.1, 0.1, -0.1], [0.1, -0.1, 0.0], [0.0, -0.1, 0.0], [0.0, 0.1, 0.0], [-0.1, 0.0, 0.0], [0.1, 0.0, 0.0], [0.0, 0.0, 0.0], [0.0, 0.0, 0.0], [0.0, 0.0, 0.0], [0.0, 0.0, 0.0], [0.0, 0.0, 0.0], [0.0, 0.0, 0.0], [0.0, 0.0, 0.0], [0.0, 0.0, 0.0], [0.0, 0.0, 0.0], [0.0, 0.0, 0.0], [0.0, 0.0, 0.0], [0.0, 0.0, 0.0], [0.0, 0.0, 0.0], [0.0, 0.0, 0.0], [-0.2, 0.1, -0.1], [0.0, 0.2, 0.0], [0.0, -0.2, 0.0], [0.0, 0.0, 0.0], [0.3, -0.3, 0.2], [0.0, 0.1, 0.0], [0.0, 0.0, 0.0], [0.0, 0.0, 0.0], [0.0, 0.0, 0.0], [0.0, 0.1, -0.1], [0.0, -0.1, 0.1], [0.1, -0.3, 0.0], [0.2, 0.1, 0.0], [-0.1, 0.0, 0.1], [-0.2, 0.1, -0.1], [0.0, 0.0, 0.0], [0.0, 0.0, 0.0], [0.0, 0.1, 0.0], [0.0, 0.0, 0.0], [0.1, 0.0, 0.0], [0.0, 0.0, 0.0], [0.0, 0.0, 0.0], [0.0, 0.0, 0.0], [0.0, 0.0, 0.0], [0.0, 0.0, 0.0], [0.0, 0.0, 0.0], [0.0, 0.0, 0.0], [0.0, 0.0, 0.0], [0.0, 0.0, 0.0], [0.0, 0.0, -0.1], [0.0, 0.0, 0.0], [0.0, 0.0, 0.0], [0.0, 0.0, 0.0], [0.0, 0.0, 0.0], [-0.1, 0.0, 0.0], [0.0, 0.0, 0.0], [0.0, 0.1, 0.0], [-0.1, 0.0, 0.0], [0.2, 0.0, 0.0], [-0.1, 0.6, -0.5], [-0.1, -0.1, 0.0], [-0.1, -0.5, 0.6], [0.0, 0.0, 0.0], [0.0, 0.0, 0.0], [0.0, 0.0, 0.0]],
  "nbo_charge": [1.141, -0.248, -0.585, -0.093, -0.079, -0.585, -0.092, -0.093, -0.578, -0.259, 0.192, 0.192, 0.209, 0.193, 0.207, 0.205, 0.192, 0.207, 0.185, 0.216, 0.207, 0.198, 0.183, 0.208, -1.168, 1.639, -1.153, -0.742, -1.275, 0.221, -0.275, -0.125, -0.268, 0.049, -0.549, 1.689, -1.146, -1.120, -1.126, 0.269, 0.264, 0.250, 0.258, 0.256, 0.241, 0.249, 0.225, 0.263, 0.236, 0.235, 0.239, 0.199, 0.244, 0.252, 0.259, 0.210, 0.241, 0.255, 0.246, 0.254, 0.236, -0.263, -0.580, -0.099, -0.191, 0.188, 0.190, 0.203, 0.197]
}

***

# 3
{
  "formula": "C20H40B2IN2O14",
  "method": "the ωB97M-V functional and the def2-TZVPD basis",
  "total_charge": -1,
  "total_energy_ev": -62490.045,
  "spin_multiplicity": 1,
  "gap_ev": 6.9,
  "symbols": ["C", "C", "C", "I", "O", "B", "O", "C", "C", "C", "C", "B", "N", "O", "O", "C", "N", "C", "O", "C", "C", "H", "H", "H", "H", "H", "H", "H", "H", "H", "H", "H", "H", "H", "H", "H", "H", "H", "H", "H", "H", "H", "H", "C", "O", "C", "O", "O", "C", "H", "H", "H", "H", "H", "H", "C", "O", "C", "O", "O", "C", "H", "H", "H", "H", "H", "H", "C", "O", "C", "O", "O", "C", "H", "H", "H", "H", "H", "H"],
  "positions_angstrom": [[2.286240, -2.989773, 3.433231], [2.226591, -2.216993, 2.512492], [1.998528, -1.172601, 1.445266], [2.485399, 0.635696, 2.526527], [0.724941, -1.346055, 1.071067], [0.625095, -2.280487, -0.115558], [0.201225, -1.640914, -1.382157], [-1.141962, -1.284629, -1.423094], [-1.516130, -0.051798, -0.584321], [-2.279490, -0.415924, 0.676975], [-2.461838, 0.824390, 1.540903], [0.035979, -3.859900, 0.231254], [-0.421455, -4.304173, 1.552471], [0.059246, -4.808004, -0.809711], [2.088076, -2.589429, -0.334138], [2.932812, -1.633467, 0.250911], [4.143401, -2.332609, 0.582403], [3.201147, -0.635089, -0.920813], [3.156888, 0.754046, -0.607508], [1.924013, 1.361025, -0.873576], [2.131968, 2.773122, -1.438467], [2.036222, -3.619689, 4.228452], [-1.827584, -2.097611, -1.140260], [-1.373536, -1.049807, -2.465020], [-0.642886, 0.522876, -0.322479], [-2.170699, 0.601518, -1.157651], [-3.256114, -0.801381, 0.403878], [-1.758339, -1.177416, 1.239706], [-3.013926, 1.585959, 1.003131], [-1.477688, 1.170997, 1.834961], [-2.987290, 0.607517, 2.465928], [0.318608, -4.790650, 2.044763], [-0.679328, -3.504715, 2.113476], [-0.600979, -4.528082, -1.445588], [4.625863, -1.946738, 1.380709], [3.968335, -3.319092, 0.674929], [4.213061, -0.831829, -1.249483], [2.567633, -0.862499, -1.761877], [1.316539, 1.460458, 0.022647], [1.315292, 0.806384, -1.582228], [1.424659, 3.438940, -0.959481], [1.883350, 2.806171, -2.491200], [3.147082, 3.120629, -1.305509], [1.974531, 4.960029, -6.900666], [3.311078, 4.469246, -6.993978], [3.599927, 3.516079, -6.102797], [2.850156, 3.073128, -5.277568], [4.864937, 3.142674, -6.287096], [5.301178, 2.119189, -5.386048], [1.865948, 5.721042, -7.668763], [1.257581, 4.161834, -7.084283], [1.796335, 5.408558, -5.924994], [4.707795, 1.216237, -5.513611], [5.243979, 2.463679, -4.355504], [6.336682, 1.904571, -5.634609], [-1.330915, -2.793732, 9.514862], [-0.370612, -2.992877, 8.481315], [0.315889, -1.893337, 8.154571], [0.179837, -0.808665, 8.657758], [1.166711, -2.211537, 7.187888], [1.977608, -1.124792, 6.725492], [-1.813846, -3.752605, 9.682676], [-0.845924, -2.471942, 10.435244], [-2.080214, -2.065413, 9.209504], [2.596462, -0.738333, 7.533935], [1.358750, -0.333826, 6.308234], [2.618287, -1.517284, 5.941182], [-5.151427, 0.109028, -4.008159], [-6.076911, 1.201551, -4.005177], [-6.359249, 1.664842, -2.789258], [-5.914546, 1.245837, -1.756268], [-7.220603, 2.678345, -2.917934], [-7.604392, 3.271008, -1.678167], [-5.005277, -0.174016, -5.046580], [-4.196824, 0.411464, -3.582221], [-5.556555, -0.738855, -3.459529], [-6.738730, 3.687039, -1.166002], [-8.104053, 2.542877, -1.041631], [-8.298092, 4.072965, -1.915823]],
  "forces_ev_per_a": [[-0.4, 0.6, -0.7], [0.2, 0.5, 0.4], [1.1, -2.7, 0.8], [0.0, 0.5, 0.1], [-1.1, 1.5, -0.3], [1.2, -0.2, -1.1], [-0.4, 0.0, 0.9], [-0.1, 0.7, -0.6], [-0.6, -0.6, 0.1], [-0.1, 0.7, 0.1], [0.1, -0.6, 0.3], [-1.0, 0.4, 0.0], [0.4, 0.0, -0.4], [-0.1, -0.5, 0.7], [0.1, -0.7, 0.5], [-1.2, -0.2, -1.8], [0.6, 0.5, 0.1], [0.8, 0.8, 0.8], [0.1, -0.4, -0.4], [-0.4, 1.0, -0.3], [-0.5, -0.3, 0.0], [0.2, -0.6, 0.6], [0.1, -0.3, 0.1], [0.0, -0.1, -0.2], [0.4, 0.1, 0.0], [-0.1, 0.2, -0.3], [-0.3, -0.3, -0.1], [0.2, -0.3, 0.1], [0.0, 0.3, -0.1], [0.2, 0.4, 0.0], [-0.3, -0.1, 0.1], [-0.2, -0.4, 0.2], [0.4, 0.2, 0.2], [0.3, 0.2, -0.4], [0.0, -0.1, 0.1], [-0.2, 0.0, 0.3], [0.4, 0.0, 0.1], [-0.6, -0.1, 0.0], [0.0, -0.2, 0.4], [0.1, -0.5, -0.1], [0.0, 0.4, 0.2], [0.2, 0.0, -0.4], [0.2, 0.1, 0.2], [-0.2, 0.1, -0.1], [0.0, 0.0, -0.1], [0.1, 0.0, 0.0], [-0.1, 0.0, 0.0], [0.1, 0.0, -0.1], [0.2, -0.2, 0.1], [0.2, 0.0, 0.0], [0.0, 0.0, 0.1], [0.0, -0.1, 0.0], [-0.1, 0.0, 0.1], [-0.1, 0.0, 0.0], [0.0, 0.1, -0.1], [-0.2, -0.1, 0.1], [0.0, -0.1, 0.0], [0.1, 0.0, -0.1], [0.0, 0.0, 0.1], [0.0, -0.1, 0.0], [0.2, 0.2, -0.2], [0.1, -0.1, -0.1], [0.0, 0.1, 0.0], [0.1, 0.1, 0.0], [-0.1, 0.0, 0.1], [0.0, 0.0, 0.1], [-0.1, -0.1, 0.0], [0.2, -0.2, -0.1], [0.0, 0.0, -0.1], [0.0, 0.0, -0.1], [0.0, 0.0, 0.1], [0.0, 0.0, -0.1], [-0.1, 0.2, 0.1], [-0.1, 0.1, 0.0], [0.0, 0.0, 0.1], [0.0, 0.1, 0.1], [0.0, -0.1, 0.1], [0.1, 0.0, 0.0], [0.0, 0.0, -0.2]],
  "mulliken_charge": [-0.185, -1.157, 0.095, -0.052, -0.087, 0.746, -0.687, -0.639, -0.040, 0.057, -1.574, 0.810, -0.709, -0.777, -1.068, 1.492, -0.641, -1.259, -0.492, 0.699, -1.468, 0.681, 0.178, 0.210, -0.432, 0.696, 0.486, -0.085, 0.356, 0.307, 0.412, 0.241, 0.290, 0.269, 0.291, 0.257, 0.392, 0.456, -0.099, 0.108, 0.340, 0.277, 0.339, -0.624, -0.332, 0.806, -0.517, -0.328, -0.608, 0.212, 0.290, 0.295, 0.290, 0.285, 0.223, -0.636, -0.316, 0.782, -0.546, -0.274, -0.638, 0.216, 0.289, 0.289, 0.339, 0.292, 0.175, -0.573, -0.327, 0.802, -0.523, -0.335, -0.624, 0.242, 0.257, 0.287, 0.297, 0.288, 0.211]
}